1.
Formula: C21H37MgN4O8P2S2
Source: the Open Molecules 2025 dataset
Level of theory: ωB97M-V/def2-TZVPD

CARTESIAN COORDINATES (ANGSTROEM)
Mg (1.4442, 0.5914, 1.3309)
S (2.1323, 0.0199, 3.6234)
C (2.7724, 1.4923, 4.3037)
C (3.1799, 1.3771, 5.6869)
N (3.4992, 1.2850, 6.7892)
C (2.9107, 2.6895, 3.6811)
S (2.5010, 3.0207, 2.0121)
C (3.4459, 3.8062, 4.4245)
N (3.8766, 4.7190, 4.9798)
C (1.6964, 2.6547, -1.6260)
C (0.4107, 3.1240, -2.2643)
C (0.1814, 2.5899, -3.6618)
O (-0.7685, 2.8395, -1.4512)
P (-1.0336, 1.6847, -0.4138)
O (-0.1786, 1.6998, 0.7960)
C (-0.8969, 0.1151, -1.2635)
P (-0.5597, -1.2858, -0.0873)
O (0.1931, -1.0903, 1.2199)
O (-2.1314, -1.0718, 0.4574)
C (-2.6457, -1.4745, 1.7438)
C (-2.2517, -2.8830, 2.1546)
C (-2.3183, -0.4497, 2.8140)
O (-0.8192, -2.7804, -0.6446)
C (-1.8209, -3.0674, -1.6271)
C (-1.2484, -2.8557, -3.0159)
C (-2.2576, -4.5012, -1.4052)
O (-2.5373, 1.9461, -0.0368)
C (-3.5688, 1.9920, -1.0566)
C (-4.0921, 3.4076, -1.1321)
C (-4.6116, 0.9664, -0.6688)
H (2.5355, 3.0318, -2.2143)
H (1.7859, 1.5660, -1.5992)
H (1.8045, 3.0413, -0.6153)
H (0.4156, 4.2153, -2.2982)
H (0.2097, 1.5008, -3.6905)
H (0.9702, 2.9582, -4.3196)
H (-0.7773, 2.9275, -4.0556)
H (-0.0998, 0.1832, -1.9982)
H (-1.8485, -0.0742, -1.7652)
H (-3.7324, -1.4674, 1.5839)
H (-1.1814, -2.9588, 2.3347)
H (-2.5351, -3.6162, 1.4004)
H (-2.7707, -3.1292, 3.0842)
H (-1.2621, -0.4673, 3.0757)
H (-2.9011, -0.6688, 3.7126)
H (-2.5728, 0.5541, 2.4761)
H (-2.6743, -2.4006, -1.4601)
H (-0.4476, -3.5717, -3.2068)
H (-0.8286, -1.8576, -3.1310)
H (-2.0284, -2.9932, -3.7683)
H (-1.4028, -5.1712, -1.5083)
H (-3.0122, -4.7882, -2.1406)
H (-2.6763, -4.6283, -0.4092)
H (-3.1183, 1.7193, -2.0168)
H (-4.4898, 3.7078, -0.1620)
H (-4.8944, 3.4680, -1.8695)
H (-3.3011, 4.1004, -1.4134)
H (-5.0523, 1.2321, 0.2934)
H (-4.1560, -0.0186, -0.5722)
H (-5.4065, 0.9303, -1.4162)
C (5.5947, -1.2456, 0.6647)
C (4.2783, -0.6103, 0.3628)
N (3.9722, 0.5905, 0.6295)
O (4.9422, 1.3317, 1.2075)
C (3.1567, -1.3738, -0.2697)
C (3.3700, -2.7991, -0.6617)
N (2.0557, -0.7425, -0.4092)
O (1.0617, -1.4773, -1.0046)
H (6.0411, -0.7540, 1.5274)
H (6.2851, -1.1451, -0.1761)
H (5.4782, -2.3062, 0.8775)
H (4.4079, 2.1199, 1.4962)
H (4.2211, -2.8928, -1.3400)
H (2.4755, -3.1967, -1.1271)
H (3.6046, -3.3848, 0.2297)

Summary:
**HOMO**: -0.1437 Eh
**LUMO energy**: 2.09 eV
**Net charge**: -1
**Spin multiplicity**: 1
**ΔE to the lowest compared entry with this formula, charge and spin**: 19.2 kcal per mole
**Total energy**: -3322.8330 Ha



2.
Formula: C21H37N2O6S2
Source: the Open Molecules 2025 dataset
Level of theory: ωB97M-V/def2-TZVPD

CARTESIAN COORDINATES (ANGSTROEM)
C (3.5480, 0.6719, 0.6700)
C (2.1493, 0.8322, 0.0890)
C (1.7578, 2.2541, -0.2049)
C (1.7815, 3.0943, 1.0587)
C (0.4352, 2.3487, -0.9304)
C (0.3068, 1.2352, -2.0145)
O (0.7969, 1.4699, -3.1438)
O (-0.2667, 0.2018, -1.5520)
C (-0.8565, 2.3801, -0.1066)
C (-1.7229, 3.4408, -0.7583)
C (-3.2055, 3.2150, -0.8690)
C (-3.8746, 3.1812, 0.5001)
C (-4.8670, 2.0444, 0.7893)
S (-4.1795, 0.7603, 1.8683)
C (-4.8318, -0.8262, 1.3817)
S (-5.6476, -1.6057, 2.5698)
N (-4.5823, -1.4332, 0.1924)
C (-5.7057, -2.3052, -0.2363)
C (-5.7203, -2.4958, -1.7407)
O (-4.4651, -2.6345, -2.3007)
C (-3.5645, -1.5820, -1.9566)
C (-4.1518, -0.6396, -0.9586)
C (-0.9675, 3.7018, -2.0491)
O (-1.4260, 3.8448, -3.1677)
N (0.4270, 3.6681, -1.6724)
H (3.6050, -0.1999, 1.2898)
H (3.8944, 1.5375, 1.2043)
H (4.2421, 0.5293, -0.1398)
H (2.0998, 0.2322, -0.7969)
H (1.4403, 0.3934, 0.7759)
H (2.4960, 2.6747, -0.8685)
H (2.7831, 3.3121, 1.3721)
H (1.2850, 4.0325, 0.8863)
H (1.2549, 2.5847, 1.8434)
H (-1.2470, 1.3794, -0.0978)
H (-0.7538, 2.6377, 0.9386)
H (-1.6026, 4.3777, -0.2239)
H (-3.5770, 4.0612, -1.4207)
H (-3.4324, 2.3397, -1.4496)
H (-4.3644, 4.1112, 0.7167)
H (-3.0846, 3.0938, 1.2254)
H (-5.6844, 2.4996, 1.3131)
H (-5.2821, 1.6301, -0.1081)
H (-6.6571, -1.8923, 0.0508)
H (-5.5654, -3.2662, 0.2119)
H (-6.2694, -1.6691, -2.1778)
H (-6.2728, -3.3889, -1.9603)
H (-2.7176, -2.0341, -1.4871)
H (-3.1941, -1.0515, -2.8143)
H (-3.3620, 0.0326, -0.7090)
H (-4.9587, -0.0502, -1.3690)
H (0.4749, 4.4057, -0.9719)
C (3.9211, -3.9939, 1.3566)
O (4.6515, -2.8108, 1.6220)
C (5.7362, -2.9942, 2.5086)
C (7.0533, -3.0906, 1.7750)
O (7.1266, -4.2434, 0.9544)
C (6.8543, -3.9810, -0.4111)
H (3.2982, -3.8030, 0.4853)
H (4.5818, -4.8377, 1.1443)
H (3.2719, -4.2440, 2.2029)
H (5.5814, -3.8813, 3.1310)
H (5.7677, -2.1200, 3.1674)
H (7.8607, -3.1659, 2.5108)
H (7.2188, -2.1856, 1.1829)
H (7.7180, -3.5088, -0.8926)
H (5.9798, -3.3393, -0.5327)
H (6.6616, -4.9360, -0.8961)

Summary:
**HOMO**: -0.1749 Eh
**LUMO energy**: 2.30 eV
**Net charge**: -1
**Spin multiplicity**: 1
**ΔE to the lowest compared entry with this formula, charge and spin**: 0.0 kcal per mole
**Total energy**: -2179.6704 Ha